(1)
Below is a structure of composition C26H26GeLiN4OS2 in a non-equilibrium geometry, with properties calculated with wB97M-V/def2-TZVPD.

The geometry in XYZ format:
```
61
C26H26GeLiN4OS2 | the Open Molecules 2025 dataset | wB97M-V/def2-TZVPD
Li 0.843 -1.700 -0.127
C 5.075 2.222 1.261
C 5.219 1.695 -0.166
N 4.847 0.302 -0.285
C 5.888 -0.698 -0.214
C 6.031 -1.324 1.173
C 3.535 -0.044 -0.393
S 3.185 -1.693 -0.541
N 2.708 0.999 -0.400
C 1.386 0.986 -0.438
O 0.617 0.003 -0.490
C 0.807 2.365 -0.408
C 1.624 3.493 -0.407
C 1.072 4.759 -0.380
C -0.305 4.918 -0.354
C -1.126 3.801 -0.348
C -0.572 2.534 -0.374
H 5.360 3.272 1.311
H 5.704 1.655 1.943
H 4.040 2.115 1.571
H 6.253 1.804 -0.508
H 4.569 2.272 -0.827
H 6.829 -0.224 -0.509
H 5.645 -1.489 -0.928
H 6.410 -0.601 1.891
H 6.721 -2.163 1.126
H 5.062 -1.685 1.507
H 2.692 3.358 -0.428
H 1.725 5.623 -0.376
H -0.730 5.915 -0.329
H -2.201 3.920 -0.322
H -1.207 1.660 -0.367
Ge -2.087 -1.464 -0.294
C -3.277 -2.932 0.277
C -4.047 -2.785 1.423
C -4.833 -3.820 1.893
C -4.855 -5.033 1.226
C -4.108 -5.187 0.071
C -3.330 -4.143 -0.397
C -3.242 0.108 -0.751
C -4.012 0.778 0.190
C -4.777 1.877 -0.154
C -4.776 2.343 -1.459
C -4.010 1.693 -2.410
C -3.260 0.587 -2.054
H -1.300 -1.657 -1.556
H -4.018 -1.850 1.969
H -5.423 -3.685 2.792
H -5.440 -5.857 1.614
H -4.118 -6.129 -0.460
H -2.727 -4.282 -1.283
H -3.998 0.443 1.220
H -5.370 2.375 0.602
H -5.358 3.216 -1.726
H -3.993 2.050 -3.432
H -2.654 0.092 -2.805
N -0.864 -0.416 2.308
C -1.251 -0.827 1.311
S -0.158 -5.947 -0.187
C -0.188 -4.381 0.031
N -0.234 -3.215 0.179
```

Calculated values
HOMO level	-5.3104	eV
charge	-1
frontier orbital gap	8.05	eV
calculated total energy	-113788.226	eV
ΔE to the lowest compared entry with this formula, charge and spin	0.3142	eV

(2)
Below is the molecule C26H26N4O, with properties calculated with wB97M-V/def2-TZVPD.

The geometry in XYZ format:
```
57
C26H26N4O | the Open Molecules 2025 dataset | wB97M-V/def2-TZVPD
H -2.793 2.452 -0.817
N -1.868 2.047 -0.876
C -1.728 0.879 -0.397
C -0.437 0.238 -0.444
C -0.269 -0.981 0.128
N -1.292 -1.685 0.695
C -2.441 -1.116 0.719
N -2.735 0.100 0.219
C -4.046 0.668 0.451
C -4.052 1.642 1.635
C -3.827 0.943 2.978
N -2.579 0.201 3.030
C -1.416 1.059 3.111
C -2.570 -0.777 4.098
O 0.917 -1.623 0.208
C 2.043 -0.932 -0.164
C 2.003 0.299 -0.775
C 3.209 0.941 -1.106
C 4.417 0.363 -0.840
C 4.485 -0.902 -0.221
C 5.712 -1.536 0.066
C 5.744 -2.761 0.670
C 4.551 -3.411 1.018
C 3.343 -2.827 0.754
C 3.281 -1.565 0.130
C 0.691 0.940 -1.149
C 0.470 0.845 -2.647
C 0.600 -0.378 -3.293
C 0.388 -0.476 -4.656
C 0.039 0.647 -5.387
C -0.099 1.867 -4.747
C 0.117 1.965 -3.384
H -3.259 -1.675 1.151
H -4.743 -0.151 0.643
H -4.373 1.185 -0.458
H -5.023 2.140 1.669
H -3.291 2.407 1.478
H -3.886 1.697 3.784
H -4.641 0.229 3.134
H -1.406 1.667 4.030
H -1.378 1.726 2.253
H -0.522 0.438 3.095
H -3.426 -1.442 3.990
H -1.662 -1.370 4.017
H -2.607 -0.316 5.097
H 3.155 1.905 -1.589
H 5.336 0.865 -1.104
H 6.628 -1.030 -0.204
H 6.690 -3.238 0.884
H 4.594 -4.379 1.496
H 2.418 -3.317 1.016
H 0.679 1.999 -0.869
H 0.871 -1.259 -2.729
H 0.495 -1.431 -5.149
H -0.127 0.571 -6.452
H -0.375 2.745 -5.312
H -0.005 2.913 -2.881
```

Calculated values
SMILES	[H]/N=c1/c2c(ncn1CCCN(C)C)Oc1c(ccc3ccccc13)[C@H]2c1ccccc1
HOMO level	-7.8072	eV
frontier orbital gap	8.41	eV
calculated total energy	-35392.526	eV
ΔE to the lowest compared entry with this formula, charge and spin	0.0000	eV

- Which of these has the highest frontier orbital gap?
  C26H26N4O